60
Properties=species:S:1:pos:R:3 method="wB97M-V/def2-TZVPD" relative_energy_kcal_mol=3.6 e_tot_ha=-1774.3309 orbital_gap_ev=7.86 mol_weight_g_mol=452.6
C 7.1458 -0.1099 -4.2460
C 6.5367 0.5642 -3.0182
O 5.1361 0.7198 -3.0599
C 4.3733 -0.4618 -2.9381
C 3.8203 -0.9433 -4.2849
C 3.0351 -2.2473 -4.1552
N 1.8757 -2.1078 -3.2858
C 0.7345 -1.5651 -3.8057
S 0.5719 -1.1008 -5.3765
N -0.3289 -1.4113 -2.9686
C -0.3310 -1.7748 -1.6477
C -1.4486 -1.5854 -0.8372
C -1.4056 -1.9743 0.4911
C -0.2543 -2.5630 1.0173
C 0.8556 -2.7408 0.2205
C 0.8306 -2.3481 -1.1167
C 2.0105 -2.5390 -1.9659
O 3.0455 -3.0351 -1.5775
H 1.7602 -3.1879 0.6022
H -0.2464 -2.8813 2.0479
C -2.6394 -1.8748 1.3434
O -3.2868 -2.8686 1.6130
N -2.9910 -0.6344 1.7448
C -2.1721 0.5485 1.6288
H -1.2993 0.3424 1.0091
C -1.7292 1.0146 3.0303
N -2.8757 1.2389 3.8805
C -3.4830 2.4932 3.9039
C -2.6902 3.6421 4.0064
C -3.2584 4.8968 4.0854
C -4.6349 5.0503 4.0777
C -5.4315 3.9233 3.9959
C -4.8699 2.6627 3.9064
H -5.5316 1.8139 3.8336
H -6.5075 4.0208 3.9925
H -5.0776 6.0323 4.1404
H -2.6182 5.7633 4.1643
H -1.6152 3.5538 4.0491
C -3.6662 0.0326 3.9843
H -4.5085 0.1931 4.6553
C -4.1415 -0.4563 2.6091
H -4.6514 -1.4173 2.6892
H -4.8106 0.2808 2.1530
H -3.0260 -0.7406 4.4248
H -1.1373 1.9219 2.9319
H -1.1059 0.2367 3.4855
H -2.7656 1.3445 1.1618
H -2.3448 -1.1469 -1.2509
H -1.1622 -1.0170 -3.3862
H 3.6633 -3.0247 -3.7156
H 2.6833 -2.5646 -5.1394
H 3.1828 -0.1633 -4.7038
H 4.6396 -1.1122 -4.9828
H 4.9586 -1.2581 -2.4625
H 3.5380 -0.2136 -2.2711
H 6.8247 0.0078 -2.1130
H 6.9172 1.5858 -2.9340
H 6.8061 0.3872 -5.1512
H 8.2293 -0.0408 -4.1930
H 6.8714 -1.1612 -4.2921

67
Properties=species:S:1:pos:R:3 method="wB97M-V/def2-TZVPD" e_tot_ha=-2272.1449 orbital_gap_ev=7.96 mol_weight_g_mol=730.4 total_charge=+1
W 0.6334 0.4926 0.1553
C -3.2167 4.1844 -0.3197
C -1.7418 4.3351 -0.3797
N -1.0790 5.3881 -0.7374
N 0.2473 5.0058 -0.6400
C 0.4088 3.7546 -0.2333
S 1.7776 2.8252 0.0794
N -0.8498 3.3214 -0.0712
N -1.0869 2.0357 0.4020
H -3.6772 5.1228 -0.6145
H -3.5449 3.9340 0.6904
H -3.5502 3.3951 -0.9951
H 0.9770 5.6574 -0.8794
H -1.7472 1.5453 -0.2114
H -1.4612 2.0589 1.3484
O 5.2430 -3.7649 0.7256
C 4.3661 -2.9653 0.6526
C 2.8489 -3.2490 0.4930
O 2.2734 -4.3111 0.4752
C 2.2699 -1.9254 0.3886
C 3.1521 -0.9155 0.4595
O 2.6868 0.3108 0.3822
C 4.5236 -1.4118 0.6971
O 5.5302 -0.8029 0.9208
O 1.0006 -1.5953 0.2878
C 1.4560 1.0989 4.6705
C 0.7415 -0.2664 4.6467
C 0.8064 -0.6807 3.1969
O 0.6993 0.5819 2.4660
C 1.5483 1.5243 3.2052
H 2.4523 1.0236 5.1018
H 0.8949 1.8235 5.2562
H -0.2951 -0.1670 4.9650
H 1.2251 -1.0021 5.2872
H -0.0066 -1.3123 2.8591
H 1.7612 -1.1418 2.9433
H 1.1660 2.5187 3.0060
H 2.5568 1.4470 2.8047
O -2.6085 0.1355 -0.9843
C -1.9331 -0.7001 -0.4217
O -1.1941 -0.4835 0.6624
C -2.0682 -2.1247 -0.9445
N -1.0982 -3.0678 -0.2829
C -1.7844 -3.7024 0.9098
C -3.2077 -3.1365 0.9015
C -3.4310 -2.7000 -0.5503
H -1.8912 -2.1105 -2.0163
H -0.2225 -2.5488 -0.0056
H -0.8009 -3.7848 -0.9409
H -1.2120 -3.4570 1.7987
H -1.7608 -4.7792 0.7704
H -3.2771 -2.2774 1.5695
H -3.9299 -3.8790 1.2319
H -4.2163 -1.9605 -0.6717
H -3.6638 -3.5568 -1.1858
C 0.5358 0.5005 -1.6367
C 0.5589 0.5167 -3.0889
C -0.5899 0.2361 -3.8265
C -0.5354 0.2280 -5.2112
C 0.6606 0.5130 -5.8591
C 1.8038 0.8125 -5.1283
C 1.7571 0.8126 -3.7423
H -1.5275 0.0566 -3.3122
H -1.4261 0.0090 -5.7857
H 0.7002 0.5054 -6.9405
H 2.7313 1.0388 -5.6378
H 2.6411 1.0304 -3.1559

59
Properties=species:S:1:pos:R:3 method="wB97M-V/def2-TZVPD" relative_energy_kcal_mol=0.0 e_tot_ha=-1387.6993 orbital_gap_ev=4.67 mol_weight_g_mol=507.0
Pd 0.2332 0.0583 0.3112
C 2.1569 1.3685 4.1540
C 1.8099 0.7825 2.9287
N 0.7036 1.0436 2.2634
C -0.1847 1.9478 2.7860
C 0.0929 2.5830 4.0195
C 1.2909 2.2694 4.6930
C -0.8117 3.5218 4.5792
C -1.9569 3.7986 3.9003
C -2.2667 3.1879 2.6734
C -1.4304 2.2539 2.0553
N -1.5873 1.5931 0.8990
C -2.5890 1.6415 0.0108
C -3.7728 2.3877 0.0102
C -4.7243 2.3096 -1.0223
C -4.5718 1.5016 -2.1062
C -3.3971 0.7080 -2.1866
C -3.1845 -0.1477 -3.2858
C -2.0545 -0.9077 -3.3582
C -1.1331 -0.7982 -2.3063
N -1.2955 -0.0119 -1.2642
C -2.4183 0.7602 -1.1669
H 3.0857 1.1014 4.6398
H 2.4818 0.0632 2.4796
H 1.5016 2.7572 5.6378
H -0.5717 3.9914 5.5243
H -2.6663 4.5121 4.3048
H -3.1948 3.4755 2.2195
H -3.9993 3.0593 0.8153
H -5.6110 2.9278 -0.9325
H -5.3080 1.4464 -2.8974
H -3.9350 -0.1875 -4.0674
H -1.8639 -1.5735 -4.1897
H -0.2178 -1.3772 -2.3099
N 2.1234 -3.1175 -2.6953
C 3.4053 -3.4252 -1.9396
C 4.2172 -2.1436 -1.8092
C 3.4958 -1.0835 -0.9719
N 2.3759 -0.5424 -1.7560
C 3.0141 -1.6693 0.3528
C 2.2820 -3.0076 0.2939
N 0.9209 -2.8482 -0.2394
C 3.0412 -4.0094 -0.5814
H 2.3187 -2.7067 -3.6058
H 1.5919 -2.4198 -2.1231
H 1.5473 -3.9499 -2.8010
H 3.9328 -4.1587 -2.5512
H 4.4734 -1.7430 -2.7948
H 5.1634 -2.4314 -1.3417
H 4.2260 -0.3047 -0.7217
H 1.7322 -0.0212 -1.1078
H 2.7345 0.1405 -2.4180
H 2.3465 -0.9341 0.8301
H 3.8897 -1.7968 0.9989
H 2.2702 -3.4025 1.3167
H 0.3520 -3.6342 0.0635
H 0.4917 -1.9868 0.1850
H 2.4637 -4.9317 -0.6962
H 3.9865 -4.2979 -0.1124

55
Properties=species:S:1:pos:R:3 method="wB97M-V/def2-TZVPD" relative_energy_kcal_mol=6.3 e_tot_ha=-1136.3359 orbital_gap_ev=8.74 mol_weight_g_mol=362.5 total_charge=+1
C 4.8281 -3.5281 1.0357
C 3.5256 -2.7977 0.9040
C 2.3455 -3.4057 1.3339
C 1.1365 -2.7141 1.3101
C 1.1110 -1.3770 0.8985
C -0.1960 -0.6146 1.0215
C -0.6617 0.2580 -0.1426
C 0.0762 0.4857 -1.3039
C -0.3776 1.3641 -2.2937
C -1.6223 1.9739 -2.1405
O -2.0997 2.9553 -3.0041
C -2.1595 2.7288 -4.3880
C -3.4378 2.6039 -4.9432
C -3.5568 2.2212 -6.2770
C -2.4095 2.0585 -7.0626
C -1.1438 2.3025 -6.5197
C -1.0067 2.6516 -5.1721
C -2.4149 1.7006 -1.0125
C -1.9328 0.8491 -0.0255
C 2.2893 -0.7553 0.4839
C 3.4716 -1.4908 0.4141
H 5.5966 -3.0886 0.3983
H 5.1948 -3.5148 2.0695
H 4.7125 -4.5784 0.7594
H 2.3684 -4.4252 1.7171
H 0.2022 -3.1903 1.6319
H -1.0059 -1.3084 1.2835
H 1.0304 -0.0100 -1.4602
H 0.2443 1.5870 -3.1570
H -4.3050 2.7745 -4.3041
H -4.5550 2.0669 -6.6933
H -2.5106 1.7596 -8.1074
H -0.2507 2.2306 -7.1424
H -0.0326 2.8671 -4.7336
H -3.3958 2.1692 -0.9259
H -2.5775 0.6278 0.8363
H 2.2958 0.2991 0.1905
H 4.3684 -1.0289 -0.0017
C -2.3270 -0.9909 4.0749
C -1.0216 -0.3326 4.5040
C 0.1681 -0.4645 3.5730
C 1.4146 0.1847 4.1631
O 2.2584 0.6321 3.0964
N -0.0908 0.2394 2.2234
H -2.9488 -1.1194 4.9696
H -2.9110 -0.3678 3.3841
H -2.1760 -1.9818 3.6249
H -1.1771 0.7343 4.7146
H -0.6724 -0.7785 5.4452
H 0.3588 -1.5201 3.3396
H 1.1238 1.0714 4.7515
H 1.9337 -0.5583 4.7918
H 3.1320 0.8711 3.4426
H -0.9279 0.8111 2.3294
H 0.7182 0.8626 2.0952